Model a:
Formula: C7H6F2N2
Source: the OMol25 dataset
Level of theory: ωB97M-V with the def2-TZVPD basis set

Results
Charge: 0
Multiplicity: 1
Molecular weight: 156.14 g mol⁻¹
Kohn-Sham gap: 0.3112 Eh
HOMO level: -9.0 eV

Element x y z (Å)
C1 -0.31 0.12 2.70
C2 0.98 1.37 -0.80
C3 1.10 0.45 -1.85
C4 0.25 1.15 0.39
C5 0.98 -0.89 -1.71
C6 -1.26 -0.67 0.69
C7 0.09 -0.14 1.28
N1 -0.68 0.24 3.78
N2 -1.54 -1.58 -0.14
F1 1.01 -1.70 -2.85
F2 1.18 -1.00 1.30
H1 1.06 2.35 -1.09
H2 1.62 1.04 -2.69
H3 -0.20 2.08 0.77
H4 -1.99 -0.03 1.18
H5 0.24 -1.26 -0.55
H6 -2.51 -1.52 -0.40

Mulliken atomic charge list, values in e, 8 entries: number 1, C, carries -0.301; number 2, C, carries -0.465; number 3, C, carries -0.232; number 4, C, carries -0.255; number 5, C, carries 0.045; number 6, C, carries -0.255; number 7, C, carries 1.033; number 8, N, carries -0.394

Model b:
Formula: C7H6F2N2
Source: the OMol25 dataset
Level of theory: ωB97M-V with the def2-TZVPD basis set

Results
Charge: 0
Multiplicity: 1
Molecular weight: 156.14 g mol⁻¹
Kohn-Sham gap (alpha / beta): 0.2583 / 0.2582 Eh
HOMO level (alpha / beta): -7.5 / -7.5 eV

Element x y z (Å)
C1 -0.31 0.38 -1.63
C2 -0.43 -0.07 -2.91
C3 -0.36 -1.89 -1.63
C4 -0.25 -0.77 -0.78
C5 0.56 1.27 3.14
C6 -0.15 -0.72 0.61
C7 0.83 1.37 1.75
N1 0.79 2.26 3.92
N2 -0.47 -1.44 -2.88
F1 -0.01 -1.89 1.23
F2 0.24 2.31 1.03
H1 -0.24 1.40 -1.30
H2 -0.50 0.47 -3.83
H3 -0.37 -2.93 -1.39
H4 0.44 0.24 3.48
H5 0.81 2.02 4.91
H6 -0.58 -2.02 -3.70

Mulliken atomic charge list, values in e, 8 entries: number 1, C, carries -0.504; number 2, C, carries -0.562; number 3, C, carries -0.770; number 4, C, carries 0.555; number 5, C, carries 0.161; number 6, C, carries 0.054; number 7, C, carries -0.015; number 8, N, carries -0.639

Least stable = model b

Model a:
Formula: C4H10S2
Source: the OMol25 dataset
Level of theory: ωB97M-V with the def2-TZVPD basis set

Results
Charge: 0
Multiplicity: 1
Molecular weight: 122.26 g mol⁻¹
Kohn-Sham gap: 0.3496 Eh
HOMO level: -8.6 eV

Element x y z (Å)
C1 -0.29 2.75 0.14
C2 -0.73 1.49 -0.66
C3 0.69 -0.61 0.42
C4 0.16 -3.08 -0.08
H1 0.76 2.60 0.49
H2 -0.27 3.57 -0.53
H3 -0.83 2.91 1.06
H4 -0.06 1.21 -1.44
H5 -1.72 1.65 -0.97
H6 1.35 0.22 0.15
H7 1.01 -1.04 1.35
H8 0.61 -3.40 0.80
H9 -0.22 -3.95 -0.56
H10 -0.66 -2.61 0.24
S1 -0.94 0.05 0.56
S2 1.13 -1.79 -0.97

Mulliken atomic charge list, values in e, 8 entries: number 1, C, carries -0.939; number 2, C, carries -0.605; number 3, C, carries -0.747; number 4, C, carries -1.024; number 5, H, carries 0.273; number 6, H, carries 0.341; number 7, H, carries 0.315; number 8, H, carries 0.346

Model b:
Formula: C4H10S2
Source: the OMol25 dataset
Level of theory: ωB97M-V with the def2-TZVPD basis set

Results
Charge: 0
Multiplicity: 1
Molecular weight: 122.26 g mol⁻¹
Kohn-Sham gap: 0.3453 Eh
HOMO level: -8.5 eV

Element x y z (Å)
C1 1.98 1.35 0.14
C2 0.79 -1.10 0.05
C3 -0.41 -0.07 -0.13
C4 -1.72 -0.67 0.14
H1 2.88 1.85 -0.09
H2 1.28 1.82 -0.41
H3 1.73 1.41 1.14
H4 0.68 -2.09 -0.62
H5 0.77 -1.54 1.10
H6 -0.34 0.21 -1.20
H7 -0.34 0.87 0.54
H8 -1.92 -1.66 -0.48
H9 -1.67 -1.10 1.16
H10 -2.87 0.80 -1.16
S1 2.41 -0.35 -0.15
S2 -3.25 0.27 -0.02

Mulliken atomic charge list, values in e, 8 entries: number 1, C, carries -1.052; number 2, C, carries -0.553; number 3, C, carries -0.352; number 4, C, carries -0.799; number 5, H, carries 0.320; number 6, H, carries 0.417; number 7, H, carries 0.364; number 8, H, carries 0.302

Least stable = model b